# C42H59Br10F9N2O2

A cluster of 6 separate species, C42H59Br10F9N2O2 in total at a distorted geometry (ωB97M-V/def2-TZVPD, OMol25).

Last column: Löwdin charge in e.
Atoms and positions in Å:
C 4.823 -1.456 0.200  -0.1484
C 3.668 -0.954 -0.834  -0.2270
C 3.909 -1.570 -2.323  -0.2156
C 3.491 -0.565 -3.503  -0.2041
C 1.970 -0.695 -4.020  -0.2028
C 1.047 -1.634 -3.117  -0.2092
C -0.512 -1.684 -3.611  -0.1223
C -1.228 -2.742 -2.671  -0.2082
N -0.448 -3.379 -1.533  0.0835
C -1.063 -2.758 -0.348  -0.2776
O -0.214 -2.499 0.535  0.0700
C -2.660 -2.401 -0.436  -0.0713
C -3.632 -3.316 0.455  -0.0886
C -2.985 -4.478 1.323  -0.0955
C -1.864 -4.296 2.404  -0.0244
C -1.263 -5.417 3.268  -0.0770
C -1.759 -6.874 3.118  -0.0772
C -2.897 -7.110 2.103  -0.0466
C -3.514 -5.960 1.219  -0.1535
C -4.710 -6.447 0.290  -0.1127
C -2.797 -0.971 0.261  -0.1948
F -2.495 -1.180 1.665  0.0499
F -4.160 -0.478 0.309  0.0446
C -1.922 0.258 -0.183  -0.1701
F -2.805 1.316 -0.643  0.0520
F -0.998 0.117 -1.230  0.1118
C -1.072 1.022 0.985  -0.1647
F -0.350 2.026 0.230  0.0211
F -0.048 0.235 1.547  0.1086
C -1.937 1.855 2.030  -0.2999
F -1.310 1.775 3.314  0.0904
F -3.283 1.530 2.164  0.1292
F -1.890 3.250 1.699  0.0724
C -2.751 -2.510 -2.077  -0.2261
O -3.104 -1.281 -2.675  -0.1232
C -4.437 -0.813 -2.708  -0.2074
C -5.642 -1.658 -2.120  -0.1858
C -6.887 -0.612 -1.940  -0.2292
C -8.116 -1.356 -1.164  -0.1241
C -3.298 -3.915 -2.715  -0.1557
C -4.021 -3.777 -4.047  0.0003
C -4.532 -5.030 -4.778  -0.0074
C -4.155 -6.306 -4.001  -0.0511
C -3.380 -6.196 -2.705  -0.1260
N -2.923 -5.066 -1.975  0.0987
H 4.715 -0.951 1.234  0.0723
H 5.876 -1.196 -0.174  0.0359
H 4.790 -2.581 0.393  0.0706
H 2.681 -1.283 -0.370  0.0938
H 3.803 0.184 -0.899  0.0816
H 3.495 -2.633 -2.425  0.1057
H 5.060 -1.688 -2.397  0.1040
H 3.685 0.501 -3.114  0.0714
H 4.178 -0.819 -4.398  0.1098
H 2.005 -1.119 -5.091  0.1104
H 1.539 0.379 -4.046  0.0958
H 1.442 -2.706 -3.213  0.1123
H 1.040 -1.251 -2.036  0.1036
H -0.863 -0.610 -3.599  0.1048
H -0.465 -2.047 -4.706  0.1260
H -1.210 -3.660 -3.385  0.1493
H -0.435 -4.405 -1.557  0.1339
H -4.328 -2.760 1.176  0.1408
H -4.376 -3.836 -0.264  0.0975
H -1.440 -3.241 2.591  0.0907
H -0.425 -5.167 4.011  0.0923
H -1.265 -7.665 3.770  0.0858
H -3.292 -8.189 2.019  0.0952
H -5.633 -6.600 0.968  0.0940
H -4.407 -7.474 -0.138  0.0766
H -4.984 -5.767 -0.575  0.0484
H -4.715 -0.581 -3.812  0.1417
H -4.485 0.227 -2.198  0.1245
H -5.504 -2.111 -1.085  0.0913
H -6.066 -2.477 -2.808  0.1157
H -6.499 0.168 -1.180  0.1051
H -7.222 -0.149 -2.925  0.1103
H -8.553 -0.710 -0.332  0.0699
H -8.941 -1.589 -1.936  0.0735
H -7.763 -2.359 -0.719  0.0726
H -4.200 -2.763 -4.532  0.1102
H -5.106 -5.002 -5.756  0.1020
H -4.455 -7.326 -4.402  0.0936
H -3.105 -7.201 -2.206  0.1137
Br 2.223 3.138 -2.261  0.6408
C 1.329 3.924 -0.717  -0.7226
C 1.544 5.416 -0.658  -0.7573
Br 3.334 5.845 -0.012  0.6034
H 1.698 3.400 0.165  0.0512
H 0.272 3.694 -0.855  -0.0142
H 0.863 5.875 0.063  -0.0564
H 1.428 5.908 -1.623  0.0411
Br -1.818 5.078 -2.239  0.6777
C -2.704 5.854 -0.685  -0.6644
C -2.483 7.344 -0.617  -0.6639
Br -0.691 7.769 0.026  0.7108
H -2.333 5.322 0.192  0.0397
H -3.763 5.628 -0.821  0.0608
H -3.159 7.800 0.108  0.0592
H -2.601 7.842 -1.579  0.0532
Br 7.296 1.248 -1.344  0.6125
C 6.445 2.052 0.214  -0.6876
C 6.716 3.533 0.288  -0.7007
Br 8.521 3.906 0.924  0.6110
H 6.799 1.503 1.087  0.0555
H 5.377 1.866 0.081  0.0461
H 6.056 4.006 1.017  0.0304
H 6.610 4.038 -0.672  0.0559
Br 6.660 7.217 1.665  0.5909
C 6.709 6.325 3.398  -0.7032
C 6.892 7.316 4.520  -0.7077
Br 8.740 7.927 4.631  0.5952
H 7.502 5.578 3.348  0.0196
H 5.745 5.820 3.484  0.0603
H 6.691 6.845 5.483  -0.0372
H 6.270 8.204 4.417  0.0549
Br 6.745 3.442 6.436  0.6123
C 7.006 3.920 8.308  -0.6896
C 5.892 4.804 8.807  -0.6862
Br 6.102 6.633 8.168  0.6537
H 7.991 4.382 8.383  0.0550
H 7.014 2.970 8.845  0.0579
H 5.918 4.878 9.896  0.0579
H 4.902 4.470 8.495  0.0524

Computed properties:
Maximum force = 6.247 eV Å⁻¹
SMILES = CCCCCCC[C@H]1NC(=O)[C@@](Cc2ccccc2C)(C(F)(F)C(F)(F)C(F)(F)C(F)(F)F)[C@]1(OCCCC)c1ccccn1.BrCCBr.BrCCBr.BrCCBr.BrCCBr.BrCCBr
Total energy = -28534.257523 Ha
Molecular weight = 1594.0 g mol⁻¹
E_LUMO = -0.39 eV